76
Properties=species:S:1:pos:R:3:forces:R:3 method="wB97M-V/def2-TZVPD" spin_multiplicity=2 homo_energy_ev="-7.1 / -7.9" e_above_lowest_ev=0.791 lumo_energy_ev="0.0068 / 0.0084"
Ti 0.109 -0.159 0.452 0.8 0.3 -0.5
O -2.622 1.754 1.931 0.0 0.1 0.0
C -1.734 1.779 1.108 0.4 0.1 0.0
O -0.493 1.391 1.317 -1.2 1.5 0.9
C -1.965 2.288 -0.314 0.2 -0.2 0.0
P -1.008 1.251 -1.521 -0.4 0.3 -0.3
C -2.325 0.521 -2.587 0.2 0.0 0.0
C -2.368 -0.848 -2.832 0.0 0.0 0.0
C -3.298 -1.384 -3.717 0.1 0.1 0.1
C -4.201 -0.553 -4.362 0.0 0.0 0.0
C -4.173 0.816 -4.117 0.0 0.0 0.0
C -3.238 1.347 -3.242 0.0 0.0 0.0
C -0.314 2.432 -2.750 0.0 0.0 -0.1
C 0.309 1.878 -3.871 -0.1 0.0 0.0
C 0.846 2.686 -4.861 0.0 0.0 0.0
C 0.765 4.070 -4.747 0.0 -0.1 0.0
C 0.147 4.631 -3.641 0.0 0.0 0.0
C -0.385 3.817 -2.647 0.0 0.0 0.0
H -1.585 3.308 -0.332 0.0 0.0 0.0
H -3.025 2.289 -0.539 -0.1 0.1 -0.1
H -1.683 -1.505 -2.314 0.0 0.0 0.0
H -3.314 -2.452 -3.900 0.0 0.0 0.0
H -4.927 -0.965 -5.052 0.0 0.0 0.0
H -4.875 1.471 -4.618 0.0 0.0 0.0
H -3.213 2.419 -3.076 0.0 0.0 0.0
H 0.353 0.799 -3.979 0.0 0.1 0.0
H 1.327 2.237 -5.723 0.0 0.0 0.0
H 1.178 4.707 -5.520 0.0 0.0 0.0
H 0.075 5.708 -3.547 0.0 -0.1 0.0
H -0.843 4.283 -1.785 0.0 0.0 -0.1
C 4.541 0.274 2.089 0.3 0.2 0.0
Si 2.983 -0.667 1.699 0.0 0.1 -0.2
C 2.047 -0.820 3.297 -0.2 0.0 0.2
C 3.413 -2.386 1.070 0.0 -0.3 0.0
N 2.032 0.206 0.506 0.7 0.6 -0.4
C 2.743 0.973 -0.446 0.1 -0.3 0.1
C 3.925 0.501 -1.043 0.0 -0.1 -0.1
C 4.635 1.220 -1.994 0.0 -0.1 0.0
C 4.182 2.463 -2.411 -0.1 0.0 0.1
C 3.021 2.971 -1.847 0.1 0.0 -0.1
C 2.349 2.240 -0.888 -0.1 0.0 0.0
F 1.240 2.803 -0.357 0.0 0.0 0.2
H 4.867 0.025 3.105 0.0 0.0 -0.1
H 4.349 1.352 2.047 0.0 -0.1 0.1
H 5.365 0.055 1.404 -0.1 0.1 0.1
H 2.170 0.094 3.885 0.0 -0.1 0.0
H 2.453 -1.658 3.876 0.0 0.1 0.0
H 0.978 -0.988 3.177 0.0 0.0 0.1
H 4.460 -2.636 1.278 -0.1 0.0 0.0
H 3.257 -2.455 -0.011 0.0 0.0 0.1
H 2.792 -3.154 1.545 0.1 0.1 -0.1
H 4.275 -0.488 -0.760 0.0 0.1 0.0
H 5.540 0.799 -2.417 0.0 0.0 0.0
H 4.724 3.034 -3.156 -0.1 0.0 0.0
H 2.619 3.934 -2.137 0.0 0.0 0.0
C -3.243 -1.497 2.016 0.0 0.0 0.0
C -1.982 -1.112 1.329 0.1 -0.1 0.0
O -0.858 -1.172 1.932 -0.5 -0.6 0.2
O -1.984 -0.710 0.129 -0.3 -0.3 0.3
H -3.706 -0.572 2.363 0.0 0.0 0.0
H -3.036 -2.138 2.869 0.0 0.0 0.0
H -3.915 -1.982 1.309 0.0 0.0 0.0
S -0.290 -4.445 -0.959 0.1 -0.4 -0.1
C 0.019 -3.110 0.057 -0.3 -0.8 0.5
N 0.458 -2.044 -0.501 0.4 -0.5 -1.0
C 0.700 -2.280 -1.862 0.1 0.3 0.2
C 1.299 -1.383 -2.744 0.0 0.1 0.0
C 1.456 -1.764 -4.058 0.0 0.0 -0.1
C 1.024 -3.021 -4.509 0.0 0.0 0.0
C 0.458 -3.926 -3.637 0.0 0.0 0.0
C 0.317 -3.540 -2.304 -0.1 -0.2 0.0
H -0.170 -3.185 1.119 -0.1 0.1 -0.1
H 1.648 -0.422 -2.391 0.0 0.0 0.0
H 1.926 -1.078 -4.753 0.0 0.0 0.0
H 1.149 -3.290 -5.550 0.0 0.0 0.1
H 0.148 -4.908 -3.970 0.0 0.0 0.0